No. 1
Entry from the OMol25 dataset: B4CaF16N2O6 as an isolated structure (ωB97M-V with the def2-TZVPD basis set).

Summary:
LUMO level ... 9.47 eV
HOMO energy ... 2.38 eV
Total charge ... -4

Each line ends with the Löwdin charge.
Positions of all 29 atoms, in Å:
Ca: -0.233 -0.038 -0.293  1.601
N: -0.930 -0.832 2.967  -0.589
O: 0.011 -0.316 3.553  -0.005
O: -0.920 -0.972 1.708  -0.168
O: -1.954 -1.208 3.596  -0.106
N: 2.946 -1.088 0.595  -0.598
O: 1.811 -1.271 0.076  -0.152
O: 3.951 -1.520 -0.027  -0.113
O: 3.071 -0.465 1.645  -0.008
B: 1.065 1.055 -2.744  -1.201
F: 0.565 2.225 -3.410  0.048
F: 2.110 0.530 -3.475  0.135
F: 1.386 1.400 -1.406  0.059
F: -0.060 0.201 -2.553  0.015
B: 1.469 2.751 1.844  -1.206
F: 0.758 3.968 2.121  0.025
F: 2.466 3.035 0.885  0.071
F: 2.086 2.345 3.050  0.067
F: 0.547 1.789 1.357  0.058
B: -1.182 -3.351 -1.590  -1.197
F: -0.395 -4.168 -2.450  0.048
F: -0.363 -2.243 -1.193  0.018
F: -2.324 -2.927 -2.304  0.073
F: -1.602 -4.089 -0.474  0.086
B: -2.863 1.065 -0.306  -1.222
F: -2.396 -0.123 -0.937  0.021
F: -3.699 1.817 -1.152  0.088
F: -3.625 0.683 0.825  0.087
F: -1.699 1.748 0.090  0.061

No. 2
Entry from the OMol25 dataset: a 2-piece molecular cluster, C3H9NO overall (ωB97M-V with the def2-TZVPD basis set).

Summary:
LUMO level (spin up / spin down) ... -3.72 / -8.50 eV
Spin multiplicity ... 2
HOMO energy (spin up / spin down) ... -14.10 / -14.10 eV
Total charge ... +1

Each line ends with the Mulliken spin population.
Positions of all 14 atoms, in Å:
O: 2.042 -1.227 -0.126  0.001
C: 1.747 -1.520 1.008  -0.001
H: 1.837 -0.757 1.821  0.001
H: 1.679 -2.593 1.265  0.000
C: -2.420 0.819 -0.117  0.020
N: -0.971 0.916 0.172  0.799
C: -0.032 0.935 -0.922  0.054
H: -2.533 1.673 -0.799  -0.002
H: -2.868 -0.123 -0.404  0.038
H: -2.896 1.258 0.773  0.023
H: -0.744 0.136 0.799  -0.018
H: -0.150 -0.033 -1.441  0.072
H: 0.970 0.863 -0.499  0.005
H: -0.141 1.828 -1.541  0.009

No. 3
Entry from the OMol25 dataset: C15H40FLiO5Zn as an isolated structure (ωB97M-V with the def2-TZVPD basis set).

Summary:
LUMO level ... -7.70 eV
HOMO energy ... -15.14 eV
Total charge ... +2

Each line ends with the Löwdin charge.
Positions of all 63 atoms, in Å:
Li: 0.554 -0.121 1.631  0.719
Zn: 0.394 1.597 -1.559  1.034
F: 0.623 0.161 -0.358  -0.450
C: -1.646 1.203 4.018  -0.045
C: -1.076 2.340 3.212  -0.434
C: -0.341 3.345 4.068  -0.039
O: -0.118 1.752 2.249  -0.149
H: -2.413 1.575 4.699  0.103
H: -0.922 0.629 4.591  0.095
H: -2.195 0.542 3.343  0.072
H: -1.823 2.831 2.585  0.131
H: 0.017 4.211 3.506  0.085
H: 0.533 2.856 4.505  0.096
H: -0.905 3.731 4.916  0.098
H: -0.012 2.384 1.533  0.067
C: 0.236 -3.596 1.763  -0.042
C: -0.856 -2.553 1.645  -0.463
C: -2.218 -3.117 2.027  -0.037
O: -0.580 -1.482 2.603  -0.141
H: -0.020 -4.472 1.163  0.099
H: 0.379 -3.916 2.795  0.096
H: 1.191 -3.248 1.368  0.071
H: -0.890 -2.173 0.621  0.109
H: -2.598 -3.768 1.240  0.094
H: -2.947 -2.311 2.139  0.080
H: -2.174 -3.650 2.978  0.097
H: -0.697 -1.825 3.495  0.107
C: -0.292 -2.795 -2.277  -0.052
C: 1.235 -2.831 -2.153  -0.449
C: 1.785 -1.958 -3.298  -0.049
O: 1.640 -2.247 -0.937  -0.065
H: -0.757 -3.495 -1.573  0.080
H: -0.646 -3.096 -3.262  0.093
H: -0.666 -1.806 -1.989  0.052
H: 1.553 -3.856 -2.328  0.152
H: 2.847 -1.786 -3.100  0.077
H: 1.298 -0.974 -3.287  0.057
H: 1.714 -2.452 -4.265  0.093
H: 1.269 -1.366 -0.826  0.007
C: -3.340 2.465 -0.223  -0.019
C: -2.518 1.232 -0.527  -0.418
C: -3.343 -0.001 -0.831  -0.014
O: -1.618 1.490 -1.668  -0.103
H: -3.759 2.895 -1.137  0.100
H: -2.700 3.254 0.182  0.081
H: -4.156 2.251 0.461  0.105
H: -1.866 0.967 0.307  0.114
H: -3.998 -0.286 -0.010  0.104
H: -2.656 -0.848 -0.932  0.072
H: -3.892 0.058 -1.772  0.104
H: -2.110 1.600 -2.493  0.137
C: 4.208 2.553 -3.290  -0.020
C: 3.325 1.523 -2.611  -0.391
C: 4.099 0.678 -1.625  -0.032
O: 2.236 2.220 -1.855  -0.114
H: 5.110 2.066 -3.654  0.109
H: 4.444 3.408 -2.653  0.100
H: 3.696 2.935 -4.176  0.096
H: 2.856 0.909 -3.379  0.130
H: 4.705 1.304 -0.968  0.101
H: 4.734 -0.042 -2.140  0.107
H: 3.453 0.066 -0.990  0.072
H: 2.612 3.036 -1.499  0.127

No. 4
Entry from the OMol25 dataset: one molecule with the formula C20H33ClN2O4 (ωB97M-V with the def2-TZVPD basis set).

Summary:
LUMO level ... 0.36 eV
HOMO energy ... -9.33 eV
Total charge ... 0

Each line ends with the Löwdin charge.
Positions of all 60 atoms, in Å:
C: -3.641 -2.774 -2.088  -0.032
N: -2.547 -2.496 -1.162  -0.070
C: -1.307 -2.040 -1.772  -0.096
C: -1.439 -0.867 -2.741  -0.438
O: -1.874 -1.352 -3.984  0.015
C: -2.170 0.361 -2.136  -0.015
N: -0.855 0.943 -1.901  -0.024
C: -0.549 2.161 -1.386  -0.456
O: -1.412 2.899 -0.948  0.081
C: 0.928 2.470 -1.286  -0.058
C: 1.410 2.060 0.099  -0.232
C: 0.953 2.890 1.316  -0.053
C: 2.346 2.699 1.930  -0.298
O: 2.292 1.619 2.847  -0.022
C: 2.887 2.317 0.517  -0.462
C: 3.817 1.124 0.428  -0.030
C: 3.495 3.539 -0.157  -0.039
C: -0.141 -0.011 -2.743  -0.043
C: -2.951 -2.043 0.084  -0.475
O: -4.106 -1.736 0.279  0.053
C: -1.943 -2.066 1.266  -0.643
Cl: -2.923 -2.600 2.698  0.738
C: -1.431 -0.645 1.523  -0.180
C: -0.424 -0.576 2.665  -0.194
C: 0.716 -1.564 2.449  -0.196
C: 0.183 -2.988 2.322  -0.206
C: -0.811 -3.099 1.165  -0.205
H: -4.391 -3.371 -1.576  0.096
H: -4.124 -1.865 -2.453  0.095
H: -3.238 -3.322 -2.937  0.093
H: -0.635 -1.707 -0.989  0.097
H: -0.825 -2.862 -2.308  0.148
H: -2.049 -0.609 -4.572  0.106
H: -2.759 0.919 -2.871  0.139
H: -2.776 0.204 -1.244  0.123
H: 1.496 1.948 -2.060  0.117
H: 1.050 3.544 -1.431  0.126
H: 1.181 1.002 0.267  0.135
H: 0.750 3.926 1.048  0.123
H: 0.121 2.514 1.908  0.112
H: 2.816 3.575 2.391  0.147
H: 3.186 1.421 3.147  0.098
H: 4.797 1.347 0.859  0.087
H: 3.399 0.261 0.949  0.072
H: 3.978 0.845 -0.616  0.087
H: 4.454 3.784 0.306  0.089
H: 3.673 3.359 -1.219  0.087
H: 2.852 4.417 -0.069  0.088
H: 0.750 -0.465 -2.301  0.125
H: 0.102 0.379 -3.736  0.131
H: -0.952 -0.289 0.601  0.103
H: -2.288 0.007 1.701  0.129
H: -0.029 0.436 2.748  0.085
H: -0.930 -0.804 3.606  0.106
H: 1.262 -1.293 1.535  0.104
H: 1.433 -1.495 3.269  0.112
H: 1.000 -3.693 2.151  0.111
H: -0.301 -3.281 3.256  0.096
H: -1.252 -4.095 1.118  0.117
H: -0.251 -2.964 0.242  0.096

Energy above the lowest of the compared OMol25 structures with the same formula, charge and spin, respectively: 0.00; 218.53; 0.00; 31.80 kJ/mol.